# C17H18ClFO3

One molecule with the formula C17H18ClFO3 at a distorted geometry (ωB97M-V with the def2-TZVPD basis set, OMol25).

Each line ends with the Löwdin charge.
Cartesian coordinates (Å):
C: 0.4710 3.3210 1.4559  -0.042
C: 1.9156 2.9211 1.7231  -0.378
F: 2.6113 2.9787 0.5305  -0.005
C: 2.0575 1.5156 2.3417  -0.108
C: 1.6001 0.4411 1.3719  -0.219
C: 2.4682 0.0748 0.3739  0.039
C: 2.0761 -0.8821 -0.5072  -0.083
C: 0.8308 -1.4766 -0.4442  -0.043
C: -0.0718 -1.0981 0.5329  -0.150
C: -1.4558 -1.7022 0.5948  -0.122
C: -2.6058 -0.6509 0.7027  -0.229
C: -3.6440 -0.7751 -0.4122  -0.183
C: -3.3259 0.0611 -1.6638  -0.256
O: -2.9424 1.4004 -1.3573  -0.069
C: 0.3600 -0.1515 1.4355  -0.471
Cl: -0.6723 0.3444 2.7671  0.797
C: 0.5338 -2.5298 -1.4706  -0.297
O: -0.2411 -3.4597 -1.3340  0.102
C: 1.3076 -2.4370 -2.7524  0.023
C: 2.5001 -1.8623 -2.8251  0.025
C: 3.0644 -1.2476 -1.5893  -0.305
O: 4.2607 -1.0266 -1.4876  0.106
H: 0.3754 4.3858 1.2407  0.082
H: -0.1855 3.0366 2.2749  0.057
H: 0.1393 2.7927 0.5551  0.082
H: 2.3171 3.6295 2.4551  0.141
H: 1.5532 1.4702 3.3012  0.090
H: 3.1348 1.3696 2.4645  0.126
H: 3.4439 0.5283 0.2748  0.138
H: -1.5212 -2.4363 1.4017  0.132
H: -1.6716 -2.2672 -0.3076  0.087
H: -3.1086 -0.8063 1.6599  0.096
H: -2.2303 0.3690 0.7442  0.065
H: -3.8621 -1.8023 -0.7193  0.116
H: -4.5811 -0.3658 -0.0177  0.111
H: -2.5620 -0.4164 -2.2894  0.115
H: -4.2497 0.1150 -2.2455  0.112
H: -1.9817 1.4049 -1.3755  0.075
H: 0.8719 -2.9065 -3.6283  0.122
H: 3.0204 -1.8596 -3.7752  0.122

Forces on the atoms, in the same order (eV/Å):
0.11 -0.23 -0.66
-1.28 -0.07 1.13
0.37 0.18 0.02
0.56 0.08 -1.10
0.37 1.05 1.09
0.31 0.15 0.17
1.09 -0.53 -1.36
-0.23 -0.63 -0.62
-1.02 -0.88 -0.04
-0.63 0.63 -0.23
-0.02 -0.86 0.29
-0.20 0.90 0.03
-0.27 -0.36 0.06
0.13 -0.32 -0.11
-0.36 0.53 0.81
0.05 -0.39 -0.02
0.00 -0.48 -0.37
0.30 0.54 0.05
-0.32 0.03 0.01
-0.33 0.11 0.25
0.82 0.10 -0.41
-0.95 -0.03 0.06
0.09 -0.02 0.13
0.06 0.14 0.07
-0.11 -0.03 0.14
0.46 0.04 -0.34
0.06 0.05 0.01
-0.11 -0.04 0.33
0.02 -0.03 0.07
0.10 0.15 0.09
0.37 -0.04 0.08
-0.01 0.10 -0.06
-0.06 -0.01 -0.19
0.18 -0.02 0.13
0.01 -0.09 -0.05
-0.02 0.00 0.06
0.17 0.05 -0.15
-0.01 0.27 0.10
-0.10 -0.15 0.22
0.42 0.12 0.30

Calculated values
Orbital gap   8.568 eV
Net charge   0
Molar mass   324.779 g mol⁻¹
Structure (SMILES)   C[C@H](F)Cc1cc2c(c(CCCCO)c1Cl)C(=O)C=CC2=O

=====

# Br3Ca

Br3Ca as an isolated structure at a distorted geometry (ωB97M-V with the def2-TZVPD basis set, OMol25).

Each line ends with the Löwdin charge.
Cartesian coordinates (Å):
Ca: -0.8955 0.1356 -0.1470  0.573
Br: -0.0201 2.7726 0.8428  -0.545
Br: 1.8626 -0.4975 0.5962  -0.542
Br: -0.9469 -2.4106 -1.2920  -0.486

Forces on the atoms, in the same order (eV/Å):
2.15 -0.05 0.50
-0.87 -0.50 -0.41
-0.71 0.03 -0.13
-0.58 0.53 0.04

Calculated values
Orbital gap   6.696 eV
Net charge   -1
Relative energy (zero: lowest compared OMol25 entry of this formula, charge and spin)   0.355 eV
Molar mass   279.790 g mol⁻¹

=====

# C3HN3O

A 2-piece molecular cluster, C3HN3O overall at a distorted geometry (ωB97M-V with the def2-TZVPD basis set, OMol25).

Each line ends with the Löwdin charge.
Cartesian coordinates (Å):
C: -0.3635 0.9708 0.3453  -0.268
C: 0.0712 0.1860 -0.7126  -0.173
C: -0.3999 -1.5767 2.3823  0.024
N: -0.9450 1.6555 1.0659  0.160
N: 1.1507 0.3914 -1.3508  -0.108
N: 2.0391 0.6330 -1.9835  0.258
O: -1.1460 -1.6668 1.5155  -0.015
H: -0.4066 -0.5932 -1.2622  0.122

Forces on the atoms, in the same order (eV/Å):
-0.95 0.69 -0.05
-0.62 -1.49 -0.24
-1.71 -0.23 -1.93
0.32 -0.05 0.46
2.06 1.71 -0.81
0.53 -0.25 -0.06
1.67 0.10 2.02
-1.31 -0.48 0.61

Calculated values
Orbital gap   9.651 eV
Net charge   0
Relative energy (zero: lowest compared OMol25 entry of this formula, charge and spin)   0.894 eV
Molar mass   95.061 g mol⁻¹